44
Properties=species:S:1:pos:R:3 method="wB97M-V/def2-TZVPD" lumo_energy_ev=0.322 charge=0 homo_ev=-7.980 spin_multiplicity=1
S -0.76650 0.32855 1.62943
C -2.31668 -0.92030 -2.39272
C -1.77372 1.11497 -1.82226
H 4.13344 0.58280 1.43898
C 2.86703 1.40622 -1.54656
H -1.85455 4.95525 0.70153
C -0.42533 -1.37023 1.98495
H -0.61489 -1.08129 -3.79594
H 0.08897 -6.04282 1.71859
Be 0.41290 1.92486 -2.52400
Cl 1.33465 2.43317 -4.12119
H 1.53276 -5.62370 2.49380
C 0.24563 -4.06164 2.19875
O -2.19681 0.38036 1.31615
C 1.08555 -3.07557 2.72616
N -0.86922 0.73672 -2.70790
N -2.23901 3.06881 -0.26211
C 1.22024 0.87180 -0.00295
H -2.80896 2.57286 0.41206
C -1.28677 -2.33940 1.48772
H -3.30645 0.15772 -0.82245
H -1.62960 -4.44051 1.22556
H 4.90068 1.19175 -0.89709
H 2.00514 -3.37353 3.21666
C -1.56675 4.25244 -0.05939
H -2.88468 -1.83239 -2.42110
H 1.39196 -0.96941 3.02559
C 3.85591 1.12137 -0.63740
C 0.75439 -1.73897 2.61986
C -0.56743 4.29656 -0.98072
C -1.20172 -0.54052 -3.07417
C -0.95760 -3.67607 1.59870
C -1.60031 2.42923 -1.25365
N 0.56789 -5.40070 2.32431
N -0.59830 3.14644 -1.73105
N 1.55760 1.32361 -1.26581
N -2.68785 0.15813 -1.61911
H 3.09567 1.73329 -2.55093
H 0.15553 5.07147 -1.16482
C 3.42471 0.76814 0.63562
H -2.21870 -2.02967 1.03496
O -0.34563 1.18968 2.69961
N -0.06899 0.66480 0.21619
N 2.15581 0.63570 0.94813